C11H18 | the ωB97M-V functional and the def2-TZVPD basis

Values from the calculation:
energy above the lowest of the compared OMol25 structures with the same formula, charge and spin: 12.7 kJ/mol
strongest force on any atom: 1.1 eV Å⁻¹
SMILES string: Cc1ccccc1.CC(C)C

The geometry in ORCA input format:
```
! RIJCOSX wB97M-V def2-TZVPD def2/J DEFGRID3
* xyz 0 1
C 2.875 -0.588 -1.562
C 1.312 1.377 -1.580
C -1.911 -0.816 -0.611
C 0.264 2.203 0.423
C -2.231 -2.922 0.711
C -2.472 -0.654 1.824
C -1.757 -1.473 0.762
C 1.820 0.353 0.508
C 0.499 2.297 -0.942
C 0.958 1.234 1.138
C 1.986 0.390 -0.872
H -2.954 -0.683 -0.908
H -1.512 -3.537 0.164
H -3.549 -0.530 1.651
H -2.041 0.353 1.838
H 3.896 -0.464 -1.186
H -2.423 -1.090 2.811
H 0.777 1.150 2.203
H -3.158 -2.971 0.127
H 2.970 -0.439 -2.636
H -0.708 -1.431 0.961
H 2.604 -1.628 -1.381
H 2.372 -0.372 1.095
H -1.417 -1.415 -1.373
H -0.008 3.098 -1.459
H 1.403 1.417 -2.660
H -0.426 2.849 0.948
H -2.461 -3.366 1.672
H -1.419 0.159 -0.600
*
```

C11H18 | the ωB97M-V functional and the def2-TZVPD basis

Values from the calculation:
energy above the lowest of the compared OMol25 structures with the same formula, charge and spin: 0.0 kJ/mol
strongest force on any atom: 0.5 eV Å⁻¹
SMILES string: CC(C)(C)C.c1ccccc1

The geometry in ORCA input format:
```
! RIJCOSX wB97M-V def2-TZVPD def2/J DEFGRID3
* xyz 0 1
C -3.617 -2.878 2.120
C -3.635 -3.114 -0.369
C 0.068 -1.531 0.855
C -1.044 0.338 1.909
C -0.663 -0.347 0.755
C 0.036 -1.347 3.264
C -5.021 -4.644 1.042
C 0.417 -2.032 2.109
C -0.694 -0.163 3.164
C -2.529 -4.856 1.044
C -3.701 -3.873 0.959
H -2.576 -5.580 0.213
H -3.663 -3.411 3.085
H -5.096 -5.366 0.211
H -4.455 -2.163 2.073
H -1.570 -4.315 0.986
H 0.992 -2.964 2.188
H -1.619 1.270 1.831
H -0.938 0.047 -0.233
H -3.694 -3.818 -1.216
H -5.875 -3.949 0.982
H 0.367 -2.070 -0.054
H -2.688 -2.553 -0.444
H -0.994 0.376 4.073
H -5.084 -5.197 1.994
H -2.670 -2.315 2.075
H 0.311 -1.741 4.252
H -2.563 -5.411 1.997
H -4.473 -2.401 -0.445
*
```

C11H18AlBBeBr5Cl2F5KMgN2O8PS | the ωB97M-V functional and the def2-TZVPD basis

Values from the calculation:
energy above the lowest of the compared OMol25 structures with the same formula, charge and spin: 70.3 kJ/mol
strongest force on any atom: 3.2 eV Å⁻¹

The geometry in ORCA input format:
```
! RIJCOSX wB97M-V def2-TZVPD def2/J DEFGRID3
* xyz 0 1
Br 4.071 -1.517 -1.031
Br -1.120 -0.705 4.011
Br -3.542 -0.467 6.050
Br -4.437 -4.335 3.303
Br -1.366 1.854 5.944
K 1.038 0.905 5.594
Cl 0.106 -1.798 1.272
Cl 0.211 4.944 -6.049
S -1.337 -1.178 -2.164
P -0.128 -4.032 -0.423
Al 0.276 2.191 -3.962
Mg -0.448 -6.207 2.117
F -0.671 3.335 -4.863
F 3.174 1.722 -1.848
F 0.129 2.557 -2.325
F -0.373 0.666 -4.223
F 1.858 2.256 -4.470
O 2.936 -1.321 1.904
O -2.420 -4.094 1.833
O 6.113 3.442 -1.400
O -5.014 -0.439 0.017
O 5.876 5.076 -2.927
O 3.840 0.613 1.317
O 4.347 3.425 -2.765
O 5.142 -1.235 1.380
N -2.857 -1.839 1.522
N -0.590 -5.402 0.290
C -1.122 -2.675 0.265
C 4.074 -0.582 1.503
C 4.413 2.129 -2.186
C -2.388 2.251 -0.162
C -1.712 -0.054 5.730
C -2.554 -0.862 0.435
C 5.483 4.080 -2.414
C -1.999 -1.816 -0.634
C -3.463 1.379 -0.871
C 5.264 2.369 -0.958
C -2.207 -3.025 1.327
B -3.743 0.023 -0.131
Be -1.449 3.353 2.062
H -2.231 1.980 0.888
H -1.983 -1.942 -3.050
H -1.857 -0.140 0.862
H -5.627 0.263 -0.227
H 4.846 1.430 -2.904
H -3.111 1.195 -1.887
H 5.846 1.501 -0.664
H -2.847 -2.484 -0.812
H -0.254 -4.112 -1.811
H -1.452 2.220 -0.721
H -0.901 -6.038 -0.437
H -4.380 1.963 -0.979
H 4.665 2.697 -0.111
H -2.698 3.297 -0.177
H 1.206 -3.717 -0.156
H -3.835 -1.965 1.782
H 2.334 -0.564 1.851
H -1.130 -0.574 6.484
*
```

C11H18B2N2O3S | the ωB97M-V functional and the def2-TZVPD basis

Values from the calculation:
strongest force on any atom: 1.0 eV Å⁻¹

The geometry in ORCA input format:
```
! RIJCOSX wB97M-V def2-TZVPD def2/J DEFGRID3
* xyz 0 1
S 0.810 1.963 -0.906
O -0.232 -4.791 -0.516
O -0.744 4.943 -0.019
O -0.882 -1.937 -3.143
N 2.029 1.353 -0.071
N 0.051 0.626 -1.351
C 2.389 -2.251 0.358
C 2.728 -0.947 0.507
C 1.888 0.020 -0.100
C -1.400 4.561 1.190
C 1.233 -2.698 -0.380
C 0.748 -0.405 -0.835
C -0.387 4.377 2.310
C 2.276 -5.214 -0.626
C -2.471 5.574 1.561
C 0.398 -1.776 -0.971
C -2.274 -2.429 -1.058
B -0.926 -2.061 -1.780
B 1.037 -4.245 -0.519
H -2.405 -3.510 -1.087
H 2.357 -5.763 0.314
H 3.607 -0.646 1.055
H -3.119 -1.970 -1.575
H 3.018 -3.003 0.815
H -0.869 4.045 3.230
H -2.279 -2.124 -0.014
H -0.311 5.790 0.133
H -2.017 6.552 1.744
H 2.138 -5.932 -1.435
H -1.870 3.601 0.966
H -3.188 5.687 0.748
H -0.355 -5.412 -1.240
H 0.368 3.644 2.028
H -1.674 -1.521 -3.497
H 3.213 -4.696 -0.809
H -3.008 5.273 2.461
H 0.125 5.322 2.514
*
```

C11H18Br12F4N3O2S | the ωB97M-V functional and the def2-TZVPD basis

Values from the calculation:
strongest force on any atom: 3.0 eV Å⁻¹

The geometry in ORCA input format:
```
! RIJCOSX wB97M-V def2-TZVPD def2/J DEFGRID3
* xyz 1 1
Br 1.857 -0.762 5.424
Br -1.215 0.145 5.637
Br -1.738 5.979 4.996
Br 3.084 -1.778 -5.325
Br 1.081 2.346 5.214
Br 2.445 -6.618 -4.775
Br -0.095 7.526 2.713
Br -0.201 -4.890 -4.224
Br 2.136 -4.989 -2.026
Br 2.034 1.039 -4.199
Br 4.444 -0.480 -2.726
Br -3.219 6.909 2.304
S -2.012 -2.279 -0.408
F -1.189 2.942 2.331
F -0.524 3.379 0.221
F -0.561 0.019 1.748
F -2.388 1.146 1.067
O 4.009 1.115 1.475
O 2.764 0.653 1.841
N 1.759 0.509 -0.295
N -0.676 0.803 -0.526
N 0.470 -1.245 -1.256
C -1.554 6.309 3.095
C 0.520 0.525 4.863
C -0.782 -1.892 -1.737
C 3.562 -0.135 -4.418
C -1.006 1.022 0.885
C 0.454 -0.041 -0.726
C 2.313 -0.297 0.843
C -0.392 2.463 1.288
C 1.215 -5.954 -3.436
C -3.646 -1.840 -1.223
C -4.677 -1.332 -0.112
H 4.277 0.385 -5.050
H -1.263 -1.220 -2.531
H -1.306 5.359 2.630
H 1.371 -1.744 -1.348
H -4.713 -2.016 0.793
H 3.242 -0.877 0.528
H -1.486 0.590 -1.116
H -5.709 -1.198 -0.570
H 1.590 -1.047 1.279
H 0.669 2.396 1.667
H -4.342 -0.307 0.229
H -4.124 -2.747 -1.719
H 3.931 2.082 1.311
H 0.746 -6.820 -2.976
H -3.478 -1.052 -2.036
H 2.368 0.317 -1.107
H 0.416 0.426 3.787
H -0.459 -2.826 -2.301
*
```

C11H18Br3CuO5 | the ωB97M-V functional and the def2-TZVPD basis

Values from the calculation:
strongest force on any atom: 5.7 eV Å⁻¹

The geometry in ORCA input format:
```
! RIJCOSX wB97M-V def2-TZVPD def2/J DEFGRID3
* xyz 1 2
Br 19.154 -23.620 6.349
Br 18.127 -26.420 5.180
Br 19.217 -24.347 3.078
Cu 10.076 -22.237 4.526
O 13.509 -21.242 3.878
O 8.883 -15.404 3.077
O 8.939 -13.346 4.113
O 16.487 -20.490 12.199
O 14.492 -19.827 11.217
C 9.528 -14.402 3.550
C 11.167 -12.828 4.015
C 16.364 -19.604 9.948
C 11.030 -14.219 3.429
C 14.360 -19.116 2.911
C 15.859 -20.066 11.243
C 15.166 -19.818 9.038
C 9.877 -12.609 4.858
C 13.937 -19.600 9.966
C 18.270 -24.539 4.818
C 14.338 -20.665 2.917
H 16.663 -18.562 10.065
H 13.502 -18.601 9.959
H 15.083 -19.057 8.262
H 15.360 -21.015 3.058
H 13.387 -18.641 3.034
H 14.773 -18.648 2.018
H 9.917 -12.978 5.882
H 17.300 -24.068 4.656
H 11.075 -12.211 3.121
H 11.342 -14.493 2.421
H 12.093 -12.420 4.422
H 15.192 -20.833 8.641
H 13.911 -20.906 1.943
H 14.896 -18.740 3.783
H 9.603 -11.554 4.866
H 13.268 -20.378 9.596
H 17.206 -20.165 9.543
H 11.398 -14.963 4.136
*
```

Number 1: DFT total energy -11699.14798 eV. Number 2: DFT total energy -11699.28007 eV. Number 3: DFT total energy -469468.63290 eV. Number 4: DFT total energy -33012.52618 eV. Number 5: DFT total energy -882467.08770 eV. Number 6: DFT total energy -276690.26381 eV.